{"formula": "C3H5N3O", "method": "ωB97M-V/def2-TZVPD", "elements": ["N", "C", "N", "C", "O", "C", "N", "H", "H", "H", "H", "H"], "xyz": [[1.5752, 1.9162, 0.0781], [0.3933, 1.6279, 0.6458], [-0.6101, 1.3728, 1.1718], [-1.1016, -1.1046, 0.7605], [-2.3165, -0.8334, 0.3597], [-0.2154, -1.4408, -0.3608], [0.8283, -0.8286, -0.7763], [1.5598, 2.7811, -0.4466], [1.8856, 1.1116, -0.4631], [-2.8599, -0.7115, 1.1549], [-0.4652, -2.4647, -0.6888], [1.3265, -1.4260, -1.4352]], "mulliken_charge": [-0.534, 0.521, -0.479, -0.458, -0.322, 0.306, -0.570, 0.251, 0.324, 0.427, 0.337, 0.197], "charge": 0, "e_homo_ev": -8.5, "total_energy_ha": -356.69116}